1.
# C33H57Cl2N6O6PS

A cluster of 7 separate species, C33H57Cl2N6O6PS in total (ωB97M-V/def2-TZVPD, OMol25).

Geometry (Å):
C1 -3.86 4.35 2.62
O1 -3.09 3.08 2.44
C2 -4.02 2.07 1.83
C3 -3.27 0.62 1.93
C4 -4.23 -0.65 2.31
C5 -5.31 -0.38 3.52
O2 -6.01 -1.70 3.67
S1 -5.87 -2.35 5.27
O3 -5.06 -3.70 5.42
O4 -7.23 -2.64 6.02
O5 -4.95 -1.16 6.09
C6 -4.80 -0.10 5.05
P1 -6.15 1.18 5.64
O6 -6.27 2.43 4.67
C7 -3.32 0.55 5.33
Cl1 -3.19 2.39 5.76
C8 -2.02 -0.19 5.32
C9 -1.97 -1.82 5.01
Cl2 -0.36 0.64 5.65
H1 -4.63 4.24 3.51
H2 -3.13 5.23 2.95
H3 -4.38 4.60 1.59
H4 -4.09 2.37 0.69
H5 -5.10 2.11 2.28
H6 -2.32 0.71 2.66
H7 -2.80 0.40 0.86
H8 -3.54 -1.59 2.46
H9 -4.87 -0.89 1.33
H10 -6.12 0.31 3.03
H11 -7.41 0.45 5.51
H12 -5.89 1.60 7.00
H13 -2.94 -2.20 4.47
H14 -1.95 -2.37 6.07
H15 -0.99 -2.05 4.38
C10 0.63 1.90 -0.88
C11 0.42 1.09 -2.16
C12 -0.84 1.50 -2.93
C13 -2.07 1.20 -2.19
N1 -3.04 0.97 -1.60
H16 -0.18 1.73 -0.16
H17 1.57 1.61 -0.40
H18 0.68 2.97 -1.10
H19 0.38 0.03 -1.91
H20 1.29 1.24 -2.81
H21 -0.85 0.97 -3.88
H22 -0.79 2.57 -3.17
C14 3.92 -1.31 3.26
C15 4.51 0.08 3.04
C16 3.63 0.98 2.17
C17 3.53 0.49 0.79
N2 3.45 0.10 -0.30
H23 3.85 -1.86 2.32
H24 4.56 -1.88 3.93
H25 2.93 -1.25 3.71
H26 5.51 -0.01 2.60
H27 4.63 0.56 4.02
H28 4.05 1.99 2.16
H29 2.63 1.06 2.61
C18 -10.10 -2.50 3.03
C19 -10.63 -1.11 2.69
C20 -10.21 -0.64 1.29
C21 -8.76 -0.42 1.19
N3 -7.62 -0.26 1.10
H30 -9.00 -2.51 3.07
H31 -10.47 -2.81 4.01
H32 -10.42 -3.24 2.29
H33 -10.29 -0.40 3.45
H34 -11.73 -1.14 2.73
H35 -10.73 0.31 1.08
H36 -10.54 -1.36 0.54
C22 3.04 -1.62 -4.62
C23 3.45 -0.95 -5.92
C24 3.74 0.54 -5.77
C25 2.54 1.31 -5.42
N4 1.60 1.92 -5.13
H37 2.10 -1.21 -4.23
H38 2.89 -2.69 -4.77
H39 3.81 -1.49 -3.85
H40 2.66 -1.11 -6.67
H41 4.35 -1.45 -6.30
H42 4.14 0.92 -6.72
H43 4.52 0.69 -5.02
C26 8.38 -2.67 -6.20
C27 8.16 -3.48 -7.47
C28 6.91 -3.07 -8.24
C29 5.68 -3.37 -7.51
N5 4.70 -3.60 -6.92
H44 7.57 -2.84 -5.48
H45 9.31 -2.96 -5.72
H46 8.43 -1.60 -6.42
H47 8.12 -4.54 -7.22
H48 9.04 -3.33 -8.12
H49 6.89 -3.60 -9.20
H50 6.95 -2.00 -8.48
C30 8.26 2.28 -0.12
C31 7.42 2.96 -1.19
C32 6.36 2.04 -1.79
C33 6.95 0.93 -2.55
N6 7.41 0.05 -3.15
H51 8.84 1.45 -0.53
H52 8.96 2.99 0.32
H53 7.63 1.89 0.69
H54 8.08 3.34 -1.97
H55 6.92 3.83 -0.74
H56 5.72 2.63 -2.47
H57 5.71 1.65 -1.00

LUMO energy ... -0.45 eV
Spin multiplicity ... 1
SMILES ... COCCC[C@H]1OS(=O)(=O)O[C@@]1([PH2]=O)/C(Cl)=C(\C)Cl.CCCC#N.CCCC#N.CCCC#N.CCCC#N.CCCC#N.CCCC#N
HOMO-LUMO gap ... 8.714 eV
E_HOMO ... -9.16 eV

***

2.
# C33H57ClFeN2O2Si

A structure of composition C33H57ClFeN2O2Si (ωB97M-V/def2-TZVPD, OMol25).

Geometry (Å):
O1 -2.48 1.48 -0.70
O2 -0.78 6.58 0.80
C1 -2.68 2.16 -1.98
C2 -3.98 1.58 -2.53
H1 -1.82 1.91 -2.61
H2 -2.71 3.26 -1.86
H3 -3.87 0.51 -2.63
H4 -4.20 2.08 -3.48
H5 -4.78 1.78 -1.79
C3 -2.96 2.20 0.43
C4 -3.43 3.67 0.23
H6 -2.15 2.16 1.17
H7 -3.81 1.61 0.82
H8 -2.60 4.40 0.09
H9 -3.97 3.94 1.15
H10 -4.14 3.76 -0.62
C5 -0.17 5.84 1.85
C6 0.15 6.83 -0.25
C7 -1.14 5.75 3.00
H11 0.80 6.26 2.20
H12 0.04 4.81 1.46
H13 -1.49 6.75 3.30
H14 -0.64 5.30 3.88
H15 -2.02 5.15 2.75
C8 -0.28 8.11 -0.97
H16 0.07 5.98 -0.95
H17 1.21 6.94 0.08
H18 -1.35 8.05 -1.30
H19 0.34 8.30 -1.84
H20 -0.19 8.98 -0.29
H21 0.33 1.78 -0.63
N1 0.41 -1.42 -1.47
C9 1.59 -2.07 -1.59
C10 2.62 -1.83 -0.70
C11 2.57 -1.22 0.52
C12 1.76 -3.06 -2.71
H22 1.58 -2.62 -3.69
H23 1.11 -3.94 -2.59
H24 2.80 -3.42 -2.69
C13 3.80 -1.24 1.40
H25 3.70 -1.97 2.22
H26 4.03 -0.27 1.83
H27 4.66 -1.56 0.79
N2 1.42 -0.67 1.00
C14 -0.70 -1.74 -2.34
C15 -0.87 -1.04 -3.54
C16 0.12 -0.03 -4.03
C17 -2.01 -1.30 -4.33
H28 -2.16 -0.76 -5.25
C18 -2.93 -2.30 -3.93
H29 -3.79 -2.50 -4.53
C19 -2.70 -3.04 -2.75
H30 -3.38 -3.83 -2.46
C20 -1.58 -2.76 -1.95
C21 -1.33 -3.57 -0.72
C22 1.25 -0.61 2.42
C23 1.43 0.59 3.11
C24 1.86 1.83 2.40
C25 1.27 0.61 4.50
H31 1.41 1.55 5.03
C26 0.96 -0.57 5.19
H32 0.84 -0.55 6.28
C27 0.82 -1.77 4.50
H33 0.60 -2.71 5.03
C28 0.97 -1.81 3.11
C29 0.87 -3.12 2.40
Fe1 -0.28 -0.35 -0.04
H34 -0.18 1.00 -3.77
H35 0.19 -0.07 -5.13
H36 1.12 -0.20 -3.62
H37 -0.30 -3.94 -0.68
H38 -2.00 -4.44 -0.71
H39 -1.54 -3.00 0.19
H40 1.67 2.71 3.03
H41 1.34 1.97 1.45
H42 2.94 1.82 2.18
H43 0.24 -3.06 1.50
H44 0.41 -3.86 3.07
H45 1.85 -3.51 2.10
H46 3.60 -2.27 -0.99
C30 0.73 2.62 -1.13
Si1 2.50 2.61 -1.70
H47 0.15 2.82 -2.02
H48 0.58 3.55 -0.60
C31 2.11 3.68 -3.20
C32 3.45 1.11 -2.19
C33 3.28 3.56 -0.31
H49 2.57 4.20 0.25
H50 3.96 4.17 -0.91
H51 3.80 2.86 0.36
H52 1.40 3.20 -3.90
H53 3.09 3.78 -3.66
H54 1.69 4.64 -2.87
H55 2.89 0.34 -2.76
H56 3.94 0.69 -1.30
H57 4.18 1.63 -2.85
Cl1 -1.94 -0.72 1.31

LUMO energy (alpha / beta) ... -3.00 / -5.12 eV
Spin multiplicity ... 6
Total charge ... +1
HOMO-LUMO gap (alpha / beta) ... 8.422 / 6.425 eV
E_HOMO (alpha / beta) ... -11.43 / -11.54 eV
⟨S²⟩ ... 8.774

***

Computed values of molecular weight (unit: g mol⁻¹) for the preceding records, in sequence: 767.80; 633.21.